No. 1
The following is a DFT calculation (ωB97M-V/def2-TZVPD) of a molecular structure, C45H35BrCoN3O5S.

Structure (ORCA input):
```
! RIJCOSX wB97M-V def2-TZVPD def2/J DEFGRID3
* xyz 0 5
O 14.616 15.787 16.201
C 15.807 12.057 18.700
C 17.163 13.689 7.992
C 12.059 15.233 13.062
C 14.432 13.843 17.875
H 10.474 11.778 11.115
O 12.569 14.309 16.133
H 12.044 15.080 14.129
S 13.994 14.489 16.356
C 8.792 12.619 14.473
H 16.272 10.837 12.128
C 10.541 13.120 12.820
C 11.280 13.969 8.054
N 14.787 13.298 15.369
C 10.624 14.639 10.280
N 14.651 11.106 13.443
H 10.922 13.871 7.016
C 17.001 14.923 8.600
C 13.995 14.156 19.137
H 15.672 11.772 20.841
C 8.831 11.390 12.410
C 15.319 12.332 19.966
H 22.281 12.117 13.949
H 13.299 14.979 19.263
H 16.857 16.074 10.389
C 21.181 13.467 12.609
C 17.533 12.620 8.791
C 8.201 11.712 13.606
H 17.149 15.106 14.121
C 15.273 12.772 17.609
H 20.277 11.582 15.276
C 15.477 8.969 12.855
C 13.335 17.162 12.335
H 16.541 11.249 18.471
C 15.509 12.450 16.188
C 19.943 13.851 12.194
H 16.736 15.739 7.959
Br 14.742 6.481 13.987
Co 14.680 13.277 13.338
C 15.746 15.926 12.774
C 21.312 12.592 13.697
H 8.358 12.846 15.475
H 17.997 12.171 14.401
H 12.932 11.186 14.598
C 18.758 13.418 12.809
H 16.668 17.744 12.087
C 17.330 13.919 12.332
C 12.673 13.399 9.940
C 15.723 17.231 12.298
C 15.461 10.383 12.744
C 18.896 12.561 13.905
H 11.250 15.909 12.772
C 14.607 8.340 13.760
H 19.837 14.510 11.327
H 12.962 8.773 15.193
C 11.760 14.002 10.814
C 10.004 12.064 12.059
C 17.701 12.764 10.156
C 10.465 14.734 8.886
C 13.695 9.168 14.457
O 16.419 12.951 12.826
H 7.312 11.154 13.872
C 14.499 17.870 12.008
H 13.082 12.838 7.887
H 9.740 15.424 8.436
N 14.597 15.186 12.928
C 14.391 13.349 20.180
H 17.009 13.578 6.896
O 12.900 12.949 12.787
H 10.450 13.954 14.807
H 17.747 11.680 8.272
H 17.978 11.892 10.738
C 17.039 15.072 9.976
C 20.174 12.253 14.434
C 13.370 15.854 12.776
H 22.075 13.873 12.104
H 14.479 18.855 11.502
C 11.882 13.805 12.365
O 16.217 11.476 15.877
H 17.882 16.032 12.820
C 17.307 13.950 10.786
H 14.037 13.609 21.167
H 12.338 17.572 12.328
C 13.705 10.520 14.201
C 12.374 13.336 8.578
H 9.872 14.986 10.962
C 17.056 15.294 13.018
H 13.588 12.924 10.321
H 16.231 8.405 12.343
H 8.421 10.630 11.793
C 9.942 13.296 14.098
*
```

As for the HOMO energy (spin up / spin down): -0.3212 / -0.3218 hartree. For the LUMO energy (spin up / spin down), the calculation gives -0.08 / -1.17 eV. The calculation puts the gap between HOMO and LUMO (spin up / spin down) at 0.318 / 0.279 hartree.

=====

No. 2
The following is a DFT calculation (ωB97M-V/def2-TZVPD) of C17H19ClN2O3 in the gas phase.

Structure (ORCA input):
```
! RIJCOSX wB97M-V def2-TZVPD def2/J DEFGRID3
* xyz 0 1
Cl -6.005 -2.563 0.161
C -3.792 -1.156 0.803
H 6.207 -2.829 -1.282
N -1.197 1.588 -1.151
C -4.889 1.257 0.002
O 5.870 -1.428 0.213
H 6.877 0.849 0.257
H -3.391 3.350 0.757
C 4.588 -1.010 -0.070
H 1.679 -2.035 -1.479
H -1.677 0.725 -1.359
H -2.006 2.404 1.334
H 7.303 -2.809 0.121
H -1.408 3.578 -0.725
C 2.901 0.715 0.050
C 3.656 -1.814 -0.714
C -3.594 1.233 0.508
H 2.628 1.711 0.354
C -3.058 0.012 0.905
C 1.980 -0.100 -0.591
C 6.330 1.027 1.186
H -3.370 -2.099 1.116
H 3.927 -2.811 -1.022
H 6.516 0.202 1.876
H -2.056 -0.024 1.307
C 0.083 1.526 -0.650
H -5.321 2.197 -0.310
H 5.668 -3.493 0.288
O 0.617 2.472 -0.117
C 6.265 -2.712 -0.195
C -5.080 -1.106 0.295
N 0.668 0.300 -0.865
C 4.198 0.287 0.315
O 4.954 1.220 0.954
H 6.674 1.960 1.634
C -5.636 0.099 -0.105
C -2.764 2.481 0.554
H 0.122 -0.390 -1.362
C -2.049 2.697 -0.794
C 2.372 -1.376 -0.975
H -2.782 2.838 -1.592
H -6.641 0.126 -0.494
*
```

As for the HOMO energy: -0.2815 hartree. For the LUMO energy, the calculation gives 0.58 eV. Its SMILES is COc1ccc(NC(=O)NCCc2ccc(Cl)cc2)cc1OC. The calculation puts the gap between HOMO and LUMO at 0.303 hartree.

=====

No. 3
The following is a DFT calculation (ωB97M-V/def2-TZVPD) of 2 unconnected molecules or ions with the total composition C3HCl2FO.

Structure (ORCA input):
```
! RIJCOSX wB97M-V def2-TZVPD def2/J DEFGRID3
* xyz 0 1
Cl -2.419 -1.008 0.426
Cl 3.769 -0.582 0.880
C 2.825 -0.384 -0.472
H -0.456 0.347 0.091
F 0.155 -2.932 -0.240
C 0.177 -1.620 -0.177
C -0.695 -0.702 0.081
O 2.998 0.112 -1.522
*
```

As for the HOMO energy (spin up / spin down): -0.3380 / -0.3715 hartree. For the LUMO energy (spin up / spin down), the calculation gives -1.18 / -1.03 eV. The calculation puts the gap between HOMO and LUMO (spin up / spin down) at 0.295 / 0.333 hartree.

=====

No. 4
The following is a DFT calculation (ωB97M-V/def2-TZVPD) of 3 unconnected molecules or ions with the total composition C2H10NO2S.

Structure (ORCA input):
```
! RIJCOSX wB97M-V def2-TZVPD def2/J DEFGRID3
* xyz -1 1
H 2.452 -2.658 -2.803
N -0.015 1.669 -0.333
H 2.001 -2.248 -1.430
H -0.576 1.995 -1.125
H -2.797 2.225 2.410
S 2.303 -0.505 -0.608
H 0.610 -1.450 0.863
H -3.110 0.781 2.130
H -1.090 0.152 0.696
H -0.735 -0.170 -1.132
H 0.958 1.661 -0.643
H 1.011 0.264 1.247
O 1.919 -3.027 -2.092
O -3.474 1.555 2.574
C 0.869 -0.457 0.443
C -0.327 0.214 -0.197
*
```

As for the HOMO energy: -0.1150 hartree. For the LUMO energy, the calculation gives 3.58 eV. The calculation puts the gap between HOMO and LUMO at 0.246 hartree.

=====

No. 5
The following is a DFT calculation (ωB97M-V/def2-TZVPD) of 2 unconnected molecules or ions with the total composition C6H16N.

Structure (ORCA input):
```
! RIJCOSX wB97M-V def2-TZVPD def2/J DEFGRID3
* xyz 1 1
H -0.993 -0.858 -2.847
H -0.923 -0.920 2.636
C -0.379 -1.877 2.377
H -0.230 2.931 -0.977
H -0.148 0.455 -3.678
H 1.074 1.730 -0.726
H -0.348 -2.488 3.279
H -1.572 0.953 0.465
H -0.831 -2.364 1.536
H 1.653 -2.091 1.697
H 0.008 0.178 0.069
H -1.508 -0.706 -0.372
C -0.765 1.003 -1.702
C 0.290 2.118 -1.424
C -0.234 0.014 -2.720
C 1.238 -0.149 1.851
H 0.789 -0.340 -2.461
H 0.516 0.620 1.994
C -1.054 0.331 -0.320
H -1.695 1.463 -2.091
H 0.788 2.452 -2.326
H 2.209 0.099 1.488
N 0.948 -1.394 1.991
*
```

As for the HOMO energy: -0.5283 hartree. For the LUMO energy, the calculation gives -5.21 eV. The calculation puts the gap between HOMO and LUMO at 0.337 hartree.

=====

No. 6
The following is a DFT calculation (ωB97M-V/def2-TZVPD) of 2 unconnected molecules or ions with the total composition C2H6ClN3.

Structure (ORCA input):
```
! RIJCOSX wB97M-V def2-TZVPD def2/J DEFGRID3
* xyz 0 1
N 1.426 1.258 0.033
H -1.295 1.365 -0.739
H -2.795 0.714 -0.201
N -1.268 -0.536 -0.088
C -1.785 0.787 -0.021
C -0.157 -0.926 -0.080
H -1.531 1.276 0.920
H 0.611 -2.785 -0.556
N 0.804 -1.811 -0.252
H 1.355 1.599 1.045
H 1.707 -1.460 -0.252
Cl 2.928 0.519 0.190
*
```

As for the HOMO energy (spin up / spin down): -0.2492 / -0.2766 hartree. For the LUMO energy (spin up / spin down), the calculation gives -0.34 / -0.12 eV. The calculation puts the gap between HOMO and LUMO (spin up / spin down) at 0.237 / 0.272 hartree.

=====

No. 7
The following is a DFT calculation (ωB97M-V/def2-TZVPD) of 2 unconnected molecules or ions with the total composition C8H10ClPS2.

Structure (ORCA input):
```
! RIJCOSX wB97M-V def2-TZVPD def2/J DEFGRID3
* xyz 0 1
H 1.673 -0.731 2.495
C 4.220 0.823 0.905
H -3.335 -1.641 -0.062
C -2.861 0.183 -1.097
C -3.843 -0.744 -0.407
C 2.274 -0.344 1.686
Cl -0.176 -2.467 1.512
H 4.407 1.042 -1.217
H -3.369 1.031 -1.563
C 3.807 0.654 -0.408
H 2.278 -0.131 -1.699
H -2.285 -0.341 -1.865
S -1.676 0.919 0.046
H -4.293 -0.251 0.455
P 0.288 -1.310 -0.039
C 3.455 0.323 1.948
H 3.777 0.462 2.968
H 5.137 1.352 1.117
S 0.201 -2.229 -1.746
C 2.622 -0.003 -0.682
H -4.634 -1.032 -1.098
C 1.870 -0.514 0.368
*
```

As for the HOMO energy (spin up / spin down): -0.3169 / -0.3136 hartree. For the LUMO energy (spin up / spin down), the calculation gives -1.83 / -1.78 eV. The calculation puts the gap between HOMO and LUMO (spin up / spin down) at 0.250 / 0.248 hartree.

=====

No. 8
The following is a DFT calculation (ωB97M-V/def2-TZVPD) of 9 unconnected molecules or ions with the total composition C44H87BrF3N10O15P2S2.

Structure (ORCA input):
```
! RIJCOSX wB97M-V def2-TZVPD def2/J DEFGRID3
* xyz -1 1
H 1.362 -0.033 -5.995
C 9.680 0.131 0.022
S 8.074 -3.335 -0.543
H -8.307 -7.167 -0.354
H -5.944 -5.239 -1.888
H 5.921 12.496 4.960
O 6.379 8.447 0.427
H 0.092 0.328 -7.172
H -0.680 -3.916 0.912
C 2.914 3.389 3.303
H 1.855 11.919 4.906
C -3.195 -6.159 0.416
H -5.595 -5.684 -0.215
H -5.017 1.845 1.274
C -0.779 -3.277 1.789
H 0.626 -4.974 4.753
H -1.302 -0.663 4.090
C 0.825 -1.714 -0.550
H 3.427 -1.698 -1.784
C 6.242 7.497 1.184
O 2.498 -1.334 1.154
C 8.308 -1.749 -0.709
H -3.314 1.963 6.056
H 5.994 1.963 1.594
Br 4.375 -5.037 2.071
C 2.806 -3.795 2.171
H -2.901 2.027 2.239
H 9.974 0.471 -0.952
F 1.027 2.108 3.514
H -5.747 1.460 -9.414
C 3.805 12.300 4.946
F 3.281 4.618 2.989
H 2.231 9.773 3.737
H 6.683 4.316 1.174
H 2.830 -3.544 0.091
C 8.745 -1.096 1.640
H 3.769 9.623 4.608
H -2.223 -6.470 0.787
H -3.690 -7.023 -0.030
N 6.978 6.370 1.020
H -9.795 -7.735 -1.120
N 2.746 11.454 4.844
H 10.597 1.487 1.443
H 5.781 7.402 3.280
O 5.119 1.971 1.179
H -6.035 -4.013 -0.622
H -0.227 0.486 -5.421
N -4.106 -4.554 -1.197
H -3.785 -5.785 1.254
C -2.807 1.609 5.156
H 0.633 -2.298 -2.586
C 0.522 -5.782 4.031
C -9.142 -5.782 -1.733
H 5.537 0.409 -1.206
C -0.494 -5.382 2.932
H 5.953 -1.377 -3.522
H -6.055 1.615 -7.663
H -0.358 -1.207 1.555
H -2.031 -1.174 5.641
H -11.715 -6.412 -1.251
C -2.126 -1.208 4.554
C 5.071 -0.379 -1.798
H -9.157 0.217 -8.091
H 0.643 1.008 0.161
N -3.678 0.690 4.445
H -1.483 2.554 1.322
H -1.874 1.133 5.438
H -1.783 -2.835 1.735
C -8.394 0.298 -8.867
H -12.127 -5.982 -2.921
H 5.342 10.984 5.671
H -0.051 -5.677 1.978
H -2.977 -1.162 -7.583
C -2.526 2.260 1.241
H 2.711 2.839 0.681
H 4.516 6.732 2.209
H -3.901 -3.836 -1.874
C -3.446 -0.615 4.126
C -2.620 1.045 0.348
P 2.844 -0.060 0.006
C 1.845 2.446 1.217
C -0.129 -1.540 -6.130
H 2.238 9.544 5.498
O -1.635 0.541 -0.157
C 6.091 -1.343 -2.441
N -7.334 -0.655 -8.597
O 0.665 -2.437 -5.905
H -2.589 2.468 4.519
H -5.590 0.167 1.220
H -7.571 -1.633 -8.552
C -2.999 -5.074 -0.615
C -5.502 -4.903 -0.962
H 1.500 -6.017 3.613
N -1.443 -1.825 -6.344
C 5.259 7.522 2.329
O -4.290 -1.255 3.516
C 9.985 0.622 1.254
N 9.400 -0.143 2.215
C 6.947 5.155 1.818
C 0.209 -2.101 1.833
H 4.747 8.481 2.332
C -2.530 -0.904 -6.627
H -1.652 -2.809 -6.291
C 1.402 -2.167 0.847
H -3.091 3.091 0.817
C -5.132 0.972 0.641
H 1.105 0.497 1.775
H 3.135 0.207 3.126
N -10.275 -5.272 -2.282
C 0.295 -0.092 -6.185
H 1.393 -4.383 0.610
N 8.887 -0.946 0.291
H -12.190 -4.751 -1.647
C 2.759 10.013 4.662
H -1.451 -5.890 3.099
O 3.626 13.498 5.099
C 1.480 0.964 0.863
H -3.290 -1.003 -5.850
P 4.502 0.463 1.456
H 7.612 6.414 0.239
H 4.530 0.096 -2.626
H -5.791 1.221 -0.195
O -5.242 -1.329 -8.169
H 8.161 -1.893 2.064
O 5.647 -0.458 1.235
H 4.490 -1.962 -0.420
C -11.653 -5.632 -2.002
H -8.018 1.315 -8.891
H -0.206 -1.297 -0.555
C 1.954 2.679 2.691
C 2.070 -3.566 0.876
H 7.942 4.982 2.233
H -4.482 1.059 -8.247
H 0.120 -6.654 4.555
C 0.735 -2.818 -1.633
S 7.814 -0.838 -2.165
H -4.575 1.026 4.133
C -6.012 -0.410 -8.386
C 5.188 11.700 4.863
C -9.294 -6.866 -0.693
H -2.075 -2.245 4.235
O -1.887 -4.668 -0.922
H -9.859 -6.496 0.163
H -3.842 -0.290 -0.476
N -3.856 0.519 0.125
H -0.128 -3.461 -1.433
H -10.100 -4.554 -2.967
H 1.626 -3.451 -1.674
H 6.228 5.222 2.628
H 0.545 -1.916 2.856
H 3.288 1.021 -0.851
C 4.015 -1.182 -1.026
H -8.851 0.063 -9.830
O 1.557 -0.605 -1.044
O -0.726 -3.982 3.035
O -8.047 -5.367 -2.079
H 0.984 3.057 0.895
H 5.933 -2.343 -2.037
H -2.181 0.124 -6.657
O 2.576 -3.315 3.237
C -5.551 1.028 -8.432
O 4.090 0.296 3.017
H 5.334 11.209 3.900
F 3.557 2.892 4.349
*
```

As for the HOMO energy: -0.1852 hartree. For the LUMO energy, the calculation gives 1.33 eV. The calculation puts the gap between HOMO and LUMO at 0.234 hartree.